# C35H36N6OY

A structure of composition C35H36N6OY (ωB97M-V/def2-TZVPD, the OMol25 dataset).

The value obtained for the calculated total energy is -48888.368 eV. The value obtained for the LUMO energy (spin up / spin down) is -0.33157 / -0.33157 Ha. Its HOMO-LUMO gap (spin up / spin down) is 5.63 / 5.63 eV. Its HOMO energy (spin up / spin down) is -14.656 / -14.657 eV.

ORCA input file:
```
! wB97M-V def2-TZVPD RIJCOSX def2/J DEFGRID3
* xyz 3 1
Y 0.879 -0.029 -0.344
C 3.973 -2.934 2.242
C 3.258 -1.620 1.908
C 4.091 -0.729 0.953
C 1.930 -1.969 1.322
C 1.878 -2.494 0.005
C 0.719 -2.884 -0.555
C -0.535 -2.698 0.034
C -1.825 -3.341 -0.541
C -0.558 -2.104 1.282
C 0.662 -1.705 1.888
H 4.941 -2.604 2.570
H 4.079 -3.491 1.340
H 3.485 -3.495 3.025
H 3.073 -0.968 2.755
H 4.530 -1.374 0.134
H 4.981 -0.254 1.443
H 3.475 0.153 0.575
H 2.818 -2.779 -0.450
H 0.750 -3.348 -1.507
H -2.245 -4.035 0.199
H -1.581 -3.932 -1.405
H -2.543 -2.579 -0.743
H -1.450 -1.833 1.812
H 0.679 -1.286 2.907
C 0.626 -5.682 -4.452
C 0.773 -4.153 -4.655
C -0.062 -3.321 -5.461
C 0.136 -1.950 -5.452
C 1.108 -1.374 -4.652
N 1.386 0.086 -4.659
C 1.478 0.792 -3.518
O 1.106 0.381 -2.383
N 1.991 2.050 -3.440
C 2.478 2.515 -2.206
C 3.811 2.976 -2.216
C 4.367 3.417 -1.024
C 3.564 3.463 0.119
N 2.300 3.023 0.151
C 1.806 2.544 -1.004
C 1.965 -2.169 -3.913
C 1.801 -3.551 -3.890
H -0.098 -6.076 -5.193
H 0.207 -5.949 -3.437
H 1.614 -6.205 -4.536
H -0.899 -3.684 -6.002
H -0.564 -1.276 -5.913
H 1.739 0.540 -5.479
H 2.323 2.508 -4.276
H 4.430 3.017 -3.147
H 5.392 3.721 -0.939
H 3.935 3.756 1.092
H 0.714 2.512 -1.048
H 2.775 -1.724 -3.334
H 2.400 -4.116 -3.199
N -4.983 2.882 2.878
C -5.370 3.580 3.986
C -6.648 4.018 4.290
C -6.684 4.635 5.485
C -5.513 4.857 6.313
C -4.275 4.446 6.006
C -4.209 3.696 4.789
N -3.206 3.110 4.158
C -3.665 2.585 3.011
C -2.869 1.877 2.105
C -3.321 1.257 0.878
C -2.495 0.740 -0.040
N -1.171 0.835 0.083
C -0.707 1.336 1.260
C -1.468 1.748 2.306
H -5.544 2.502 2.139
H -7.470 3.886 3.595
H -7.671 4.910 5.889
H -5.658 5.534 7.175
H -3.356 4.771 6.491
H -4.350 1.364 0.693
H -2.901 0.170 -0.864
H 0.379 1.391 1.425
H -0.907 2.127 3.167
*
```

=====

# C35H37BF4P2Pb

A structure of composition C35H37BF4P2Pb (ωB97M-V/def2-TZVPD, the OMol25 dataset).

The value obtained for the calculated total energy is -72252.051 eV. The value obtained for the LUMO energy (spin up / spin down) is -0.31458 / -0.30937 Ha. Its HOMO-LUMO gap (spin up / spin down) is 3.79 / 4.16 eV. Its HOMO energy (spin up / spin down) is -12.352 / -12.578 eV.

ORCA input file:
```
! wB97M-V def2-TZVPD RIJCOSX def2/J DEFGRID3
* xyz 2 1
Pb 0.118 2.094 -1.656
C -1.721 1.429 -2.796
C -1.710 0.085 -2.455
C -1.171 -1.004 -3.300
C 0.218 -0.729 -3.870
C 1.084 0.270 -3.124
C 1.246 1.584 -3.568
C 0.154 2.415 -4.274
C -1.299 1.936 -4.169
C 1.755 0.190 2.880
H -2.415 2.071 -2.234
H -2.298 -0.264 -1.609
H -1.823 -1.314 -4.149
H -1.097 -1.920 -2.693
H 0.773 -1.694 -3.899
H 0.136 -0.477 -4.951
H 1.901 -0.255 -2.613
H 2.219 2.090 -3.470
H 0.480 2.475 -5.317
H 0.125 3.448 -3.880
H -1.982 2.771 -4.389
H -1.505 1.239 -4.990
H 1.018 0.977 2.927
H 2.672 0.340 3.472
H 1.207 -0.669 3.263
P -1.642 -0.749 1.343
P 2.233 -0.091 1.177
C -0.317 -1.186 0.160
C 1.024 -0.869 0.073
C -2.590 -2.291 1.333
C -2.893 -3.096 0.216
C -3.669 -4.242 0.419
C -4.126 -4.586 1.694
C -3.824 -3.774 2.792
C -3.073 -2.625 2.610
C -2.934 0.411 0.658
C -2.518 1.722 0.363
C -3.421 2.749 0.133
C -4.791 2.473 0.116
C -5.242 1.171 0.305
C -4.317 0.167 0.593
C 3.698 -1.178 1.223
C 3.464 -2.501 1.640
C 4.548 -3.341 1.911
C 5.865 -2.898 1.756
C 6.080 -1.593 1.304
C 5.016 -0.727 1.033
C 2.839 1.529 0.524
C 2.883 2.597 1.441
C 3.029 3.910 0.991
C 3.226 4.177 -0.363
C 3.364 3.119 -1.263
C 3.220 1.793 -0.819
H -0.659 -1.979 -0.538
H 1.544 -1.321 -0.798
H -2.543 -2.842 -0.792
H -3.904 -4.868 -0.440
H -4.720 -5.485 1.841
H -4.162 -4.015 3.797
H -2.851 -1.982 3.458
H -1.439 1.963 0.359
H -3.043 3.771 0.011
H -5.493 3.293 -0.007
H -6.309 0.948 0.233
H -4.695 -0.828 0.771
H 2.437 -2.864 1.769
H 4.358 -4.350 2.266
H 6.714 -3.550 1.993
H 7.095 -1.227 1.182
H 5.194 0.298 0.686
H 2.799 2.430 2.521
H 2.982 4.726 1.709
H 3.252 5.207 -0.721
H 3.605 3.328 -2.311
H 3.454 0.962 -1.500
F -0.960 -0.930 3.683
B -1.393 0.275 4.436
F -1.190 1.378 3.573
F -2.745 0.146 4.768
F -0.547 0.357 5.553
*
```

=====

# C35H37ClNO24P2S

A cluster of 6 separate species, C35H37ClNO24P2S in total (ωB97M-V/def2-TZVPD, the OMol25 dataset).

The value obtained for the calculated total energy is -129458.882 eV. The value obtained for the LUMO energy is -0.02497 Ha. Its HOMO-LUMO gap is 3.52 eV. Its HOMO energy is -4.200 eV.

ORCA input file:
```
! wB97M-V def2-TZVPD RIJCOSX def2/J DEFGRID3
* xyz -1 1
N 1.677 -0.845 0.305
C 1.029 0.463 0.130
C -0.243 0.552 0.960
C -1.507 0.554 0.117
C -2.700 -0.087 0.812
P -4.345 0.772 0.440
O -5.104 -0.131 1.709
C -4.818 -0.521 -0.940
S -5.551 -2.003 -0.365
O -6.929 -1.781 -0.029
O -5.370 -3.032 -1.375
P -3.996 2.532 1.833
O -2.649 3.315 1.221
Cl -3.268 1.793 3.695
H 1.719 -1.042 1.297
H 2.614 -0.820 -0.073
H 0.808 0.558 -0.922
H 1.701 1.285 0.367
H -0.269 -0.312 1.608
H -0.210 1.424 1.598
H -1.732 1.548 -0.246
H -1.276 -0.040 -0.756
H -2.524 -0.204 1.869
H -2.768 -1.098 0.433
H -5.629 1.420 0.174
H -3.777 1.589 -0.615
H -6.051 0.079 1.715
H -3.986 -0.804 -1.566
H -5.557 -0.088 -1.592
H -4.874 -2.428 0.718
H -2.645 4.169 1.683
C 5.476 -1.399 0.789
C 5.545 -1.097 -0.514
C 6.860 -0.945 -1.225
O 6.841 -0.689 -2.417
C 8.083 -1.106 -0.462
C 8.014 -1.402 0.843
C 6.699 -1.580 1.549
O 6.725 -1.862 2.731
O 9.083 -1.561 1.604
O 4.469 -0.913 -1.264
H 4.537 -1.511 1.312
H 9.021 -0.979 -0.982
H 8.751 -1.772 2.500
H 4.786 -0.704 -2.164
C -8.764 -6.346 0.348
C -7.653 -5.631 0.093
C -6.615 -5.390 1.155
O -5.635 -4.776 0.808
C -6.852 -5.906 2.497
C -7.964 -6.607 2.741
C -8.984 -6.886 1.672
O -9.957 -7.553 1.987
O -8.258 -7.119 3.933
O -7.397 -5.089 -1.076
H -9.518 -6.532 -0.403
H -6.108 -5.707 3.256
H -9.115 -7.575 3.817
H -6.562 -4.561 -1.008
C 6.995 4.562 -3.279
C 7.588 5.210 -4.289
C 8.218 4.484 -5.443
O 8.721 5.156 -6.326
C 8.196 3.034 -5.439
C 7.605 2.377 -4.427
C 6.954 3.108 -3.283
O 6.425 2.448 -2.409
O 7.549 1.064 -4.355
O 7.666 6.532 -4.355
H 6.537 5.077 -2.446
H 8.665 2.522 -6.266
H 7.063 0.843 -3.526
H 8.139 6.730 -5.188
C -5.515 2.717 -6.474
C -4.824 2.286 -5.410
C -5.298 2.525 -4.004
O -4.621 2.089 -3.098
C -6.536 3.268 -3.808
C -7.222 3.699 -4.872
C -6.760 3.441 -6.277
O -7.453 3.855 -7.190
O -8.358 4.383 -4.778
O -3.685 1.622 -5.505
H -5.185 2.549 -7.489
H -6.860 3.445 -2.792
H -8.639 4.561 -5.697
H -3.409 1.428 -4.585
C 4.468 0.778 8.050
C 5.504 -0.047 8.243
C 6.166 -0.773 7.107
O 7.115 -1.489 7.369
C 5.640 -0.583 5.766
C 4.600 0.239 5.571
C 3.953 0.986 6.704
O 3.029 1.729 6.443
O 4.067 0.458 4.378
O 6.028 -0.288 9.438
H 3.987 1.307 8.860
H 6.111 -1.123 4.957
H 3.331 1.088 4.516
H 6.762 -0.916 9.286
*
```

=====

# C35H37CoNO3P2

A structure of composition C35H37CoNO3P2 (ωB97M-V/def2-TZVPD, the OMol25 dataset).

The value obtained for the calculated total energy is -100717.465 eV. The value obtained for the LUMO energy (spin up / spin down) is -0.00191 / -0.02412 Ha. Its HOMO-LUMO gap (spin up / spin down) is 5.45 / 5.65 eV. Its HOMO energy (spin up / spin down) is -5.504 / -6.310 eV.

ORCA input file:
```
! wB97M-V def2-TZVPD RIJCOSX def2/J DEFGRID3
* xyz 0 4
Co 0.048 0.774 -3.988
C -1.662 0.981 -5.526
C -1.765 -0.383 -5.438
C -1.212 -1.334 -6.515
C 0.075 -0.959 -7.015
C 1.026 -0.189 -5.978
C 1.015 1.187 -5.921
C 0.193 2.033 -6.900
C -1.215 1.610 -6.905
C 1.678 0.219 -0.087
H -2.265 1.808 -4.990
H -2.494 -0.964 -4.750
H -1.954 -1.494 -7.300
H -1.060 -2.311 -6.123
H 0.642 -1.855 -7.290
H -0.021 -0.535 -8.030
H 1.966 -0.917 -5.786
H 1.928 1.747 -5.567
H 0.529 2.131 -7.916
H 0.116 3.048 -6.625
H -1.924 2.483 -7.045
H -1.414 0.929 -7.780
H 0.795 0.803 0.080
H 2.465 0.606 0.514
H 1.443 -0.767 0.205
P -1.786 -0.855 -2.300
P 2.225 0.043 -1.799
C -0.140 -1.405 -3.169
C 1.157 -0.675 -3.127
C -2.687 -2.336 -1.841
C -2.898 -3.274 -2.870
C -3.592 -4.404 -2.489
C -3.969 -4.589 -1.129
C -3.657 -3.636 -0.125
C -2.983 -2.495 -0.471
C -2.709 0.583 -2.504
C -2.180 1.961 -2.581
C -3.009 3.082 -2.477
C -4.391 2.907 -2.557
C -4.983 1.638 -2.722
C -4.128 0.479 -2.748
C 3.626 -1.074 -1.742
C 3.266 -2.359 -1.292
C 4.337 -3.212 -0.984
C 5.647 -2.672 -1.194
C 5.929 -1.368 -1.691
C 4.879 -0.519 -1.979
C 2.515 1.807 -2.355
C 2.334 2.853 -1.415
C 2.594 4.157 -1.849
C 3.021 4.343 -3.186
C 3.261 3.297 -4.094
C 3.070 2.009 -3.621
H -0.356 -2.299 -3.821
H 1.691 -0.823 -4.057
H -2.541 -3.049 -3.893
H -3.872 -5.113 -3.261
H -4.518 -5.481 -0.862
H -3.979 -3.778 0.882
H -2.688 -1.676 0.184
H -1.055 2.292 -2.883
H -2.508 4.052 -2.410
H -5.024 3.772 -2.604
H -6.102 1.471 -2.846
H -4.594 -0.527 -2.898
H 2.195 -2.625 -1.226
H 4.146 -4.241 -0.634
H 6.489 -3.345 -0.951
H 6.931 -1.018 -1.857
H 4.954 0.493 -2.366
H 2.025 2.646 -0.390
H 2.571 5.019 -1.155
H 3.302 5.377 -3.482
H 3.622 3.549 -5.094
H 3.189 1.174 -4.284
O -2.382 -0.114 2.123
N -1.452 0.294 1.394
O -0.656 1.156 1.855
O -1.413 -0.152 0.163
*
```

=====

# C35H37F3N8O2STi

A structure of composition C35H37F3N8O2STi (ωB97M-V/def2-TZVPD, the OMol25 dataset).

The value obtained for the calculated total energy is -94980.611 eV. The value obtained for the LUMO energy is -0.46751 Ha. Its HOMO-LUMO gap is 6.08 eV. Its HOMO energy is -18.797 eV.

ORCA input file:
```
! wB97M-V def2-TZVPD RIJCOSX def2/J DEFGRID3
* xyz 4 1
Ti -0.102 0.448 -0.809
C -1.891 4.505 -0.962
O -0.472 4.530 -0.565
C -0.030 3.323 -0.634
N -0.866 2.363 -0.916
C -2.234 2.997 -0.993
C -3.141 2.561 0.129
C -4.481 2.313 -0.149
C -5.363 2.003 0.879
C -4.909 1.940 2.188
C -3.572 2.203 2.471
C -2.690 2.514 1.446
C 1.403 3.094 -0.367
C 2.214 4.151 0.011
C 3.543 3.888 0.295
C 3.990 2.584 0.161
C 3.109 1.590 -0.259
N 1.809 1.819 -0.512
C 3.771 0.266 -0.466
N 3.770 -0.483 -1.522
C 4.805 -1.572 -1.432
C 5.335 -1.304 -0.007
O 4.588 -0.110 0.458
C 4.285 -2.964 -1.695
C 4.569 -3.558 -2.923
C 4.178 -4.867 -3.178
C 3.511 -5.593 -2.200
C 3.221 -5.006 -0.971
C 3.605 -3.695 -0.720
H -1.946 4.998 -1.929
H -2.447 5.064 -0.215
H -2.684 2.740 -1.951
H -4.852 2.394 -1.165
H -6.409 1.832 0.657
H -5.599 1.720 2.991
H -3.235 2.207 3.500
H -1.658 2.756 1.689
H 1.799 5.148 0.086
H 4.217 4.675 0.608
H 5.022 2.333 0.364
H 5.562 -1.325 -2.176
H 6.389 -1.046 0.028
H 5.119 -2.097 0.700
H 5.138 -3.017 -3.671
H 4.435 -5.331 -4.121
H 3.246 -6.628 -2.381
H 2.736 -5.585 -0.196
H 3.398 -3.270 0.255
N 0.196 0.095 -2.638
N 0.580 -1.085 -3.241
C 0.808 -2.132 -2.438
N 1.086 -3.315 -2.927
S 0.730 -1.826 -0.739
H 0.091 0.819 -3.347
H 3.259 -0.267 -2.366
H 0.477 -1.175 -4.245
H 1.129 -3.502 -3.921
H 1.393 -4.061 -2.309
C 0.096 1.569 4.434
C 0.045 0.122 3.911
C 1.275 -0.683 4.370
C -1.263 -0.579 4.330
C 0.059 0.176 2.448
N 0.069 0.219 1.295
H 0.072 1.530 5.523
H -0.763 2.149 4.099
H 1.016 2.073 4.137
H 1.250 -0.732 5.458
H 2.206 -0.198 4.076
H 1.255 -1.703 3.987
H -1.294 -0.598 5.419
H -1.296 -1.610 3.976
H -2.140 -0.040 3.972
F -6.389 -2.431 -1.920
C -6.220 -1.511 -0.977
F -6.970 -0.445 -1.273
F -6.608 -2.000 0.194
C -4.760 -1.079 -0.933
C -4.174 -0.557 -2.079
C -2.869 -0.130 -2.017
N -2.134 -0.196 -0.887
C -2.713 -0.710 0.215
C -4.016 -1.165 0.229
H -4.728 -0.482 -3.006
H -2.385 0.279 -2.893
H -2.115 -0.758 1.111
H -4.440 -1.570 1.138
*
```